Run i
ORCA calculation (ωB97M-V/def2-TZVPD) on a single C5H11N2 molecule.

Calculated values
Spin multiplicity: 2
Frontier orbital gap (alpha / beta) in eV: 5.6518 / 9.0167
Highest occupied orbital energy (alpha / beta) in eV: -4.811 / -8.212
LUMO level (alpha / beta) in eV: 0.84 / 0.81

CARTESIAN COORDINATES (ANGSTROEM)
1 C -1.733 -0.181 -0.478
2 C -1.328 -0.025 1.031
3 C -0.071 -0.808 1.441
4 C 1.188 -0.666 0.929
5 N 1.447 0.138 -0.215
6 C 2.630 0.464 -0.570
7 N -0.862 0.621 -1.391
8 H -2.778 0.080 -0.589
9 H -1.631 -1.199 -0.701
10 H -2.170 -0.386 1.655
11 H -1.286 1.025 1.262
12 H -0.155 -1.508 2.304
13 H 2.082 -1.104 1.316
14 H 3.541 0.072 0.001
15 H 2.715 1.100 -1.441
16 H -1.127 1.628 -1.374
17 H 0.541 0.399 -0.811
18 H -1.004 0.351 -2.370

Computed natural (NBO) charges, given in elementary charges: -0.214, -0.445, -0.329, -0.011, -0.594, -0.305, -0.829, 0.179, 0.199, 0.220, 0.202, 0.207, 0.192, 0.167, 0.172, 0.375, 0.434, 0.380

Run ii
ORCA calculation (ωB97M-V/def2-TZVPD) on a 2-piece molecular cluster, C5H11N2 overall.

Calculated values
Spin multiplicity: 2
Frontier orbital gap (alpha / beta) in eV: 4.5496 / 7.9804
Highest occupied orbital energy (alpha / beta) in eV: -4.220 / -7.669
LUMO level (alpha / beta) in eV: 0.33 / 0.31

CARTESIAN COORDINATES (ANGSTROEM)
1 C -0.622 1.516 -0.726
2 C -0.693 2.828 -0.605
3 N -1.278 0.650 0.249
4 H -0.066 0.950 -1.453
5 H -0.152 3.434 -1.320
6 H -1.204 3.286 0.237
7 H -0.554 0.137 0.851
8 H -1.909 1.168 0.857
9 H -1.825 -0.107 -0.166
10 C 0.092 -1.949 0.318
11 C 0.395 -2.015 -1.010
12 C 1.862 -0.713 1.252
13 N 0.572 -1.051 1.257
14 H -0.587 -2.705 0.714
15 H 1.339 -1.609 -1.356
16 H -0.179 -2.654 -1.663
17 H 2.207 0.102 1.884
18 H 2.600 -1.270 0.683

Computed natural (NBO) charges, given in elementary charges: -0.033, -0.396, -0.737, 0.242, 0.231, 0.203, 0.480, 0.410, 0.438, -0.048, -0.637, -0.343, -0.679, 0.175, 0.196, 0.193, 0.158, 0.148

Which of them is most stable, and which least? Most stable: run i; least stable: run ii.

Run i
ORCA calculation (ωB97M-V/def2-TZVPD) on a 2-piece molecular cluster, CH2O2 overall.

Calculated values
Frontier orbital gap in eV: 13.0673
Highest occupied orbital energy in eV: -12.895
Structure (SMILES): [H][H].O=C=O
LUMO level in eV: 0.17

CARTESIAN COORDINATES (ANGSTROEM)
1 H -0.326 -2.194 6.872
2 H 0.153 -2.598 6.498
3 O -0.681 2.227 -5.046
4 C 0.161 1.713 -4.442
5 O 0.692 0.853 -3.883

Computed natural (NBO) charges, given in elementary charges: 0.000, 0.000, -0.502, 1.003, -0.501

Run ii
ORCA calculation (ωB97M-V/def2-TZVPD) on a single CH2O2 molecule.

Calculated values
Frontier orbital gap in eV: 11.4816
Highest occupied orbital energy in eV: -10.970
Structure (SMILES): O=CO
LUMO level in eV: 0.51

CARTESIAN COORDINATES (ANGSTROEM)
1 O 1.576 -0.521 -0.006
2 C 0.487 -0.062 0.021
3 O -0.744 -0.653 -0.024
4 H 0.077 1.125 -0.106
5 H -1.396 0.111 0.115

Computed natural (NBO) charges, given in elementary charges: -0.523, 0.687, -0.683, 0.028, 0.491

Which of them is most stable, and which least? Most stable: run i; least stable: run ii.

Run i
ORCA calculation (ωB97M-V/def2-TZVPD) on a 2-piece molecular cluster, C4H6BrNS overall.

Calculated values
Frontier orbital gap in eV: 8.3455
Highest occupied orbital energy in eV: -8.092
LUMO level in eV: 0.25

CARTESIAN COORDINATES (ANGSTROEM)
1 C 0.207 -0.932 -1.293
2 C 1.234 -1.251 -0.171
3 C 0.193 1.097 -0.218
4 C -1.424 0.822 1.285
5 N -0.189 0.276 -1.337
6 S 1.563 0.210 0.657
7 Br 0.094 2.945 -0.694
8 H 0.197 -1.685 -2.180
9 H 0.724 -2.018 0.396
10 H 2.015 -1.813 -0.640
11 H -1.629 1.809 1.503
12 H -0.826 0.289 2.009
13 H -2.159 0.251 0.684

Computed natural (NBO) charges, given in elementary charges: 0.140, -0.676, -0.142, -0.502, -0.464, 0.264, 0.106, 0.214, 0.229, 0.239, 0.191, 0.197, 0.204

Run ii
ORCA calculation (ωB97M-V/def2-TZVPD) on a single C4H6BrNS molecule.

Calculated values
Frontier orbital gap in eV: 9.3992
Highest occupied orbital energy in eV: -8.787
Structure (SMILES): C[C@H]1S[C@H]1/N=C/Br
LUMO level in eV: 0.61

CARTESIAN COORDINATES (ANGSTROEM)
1 C -0.918 0.150 -0.705
2 C -0.180 -1.008 -0.071
3 S 1.252 -1.693 -0.969
4 C 1.039 -0.761 0.747
5 N 1.326 0.453 1.288
6 C 1.894 1.560 1.326
7 Br 1.533 2.736 2.779
8 H -0.804 0.132 -1.787
9 H -0.537 1.102 -0.338
10 H -1.981 0.092 -0.477
11 H -0.839 -1.788 0.299
12 H 1.256 -1.525 1.489
13 H 2.597 1.978 0.609

Computed natural (NBO) charges, given in elementary charges: -0.629, -0.306, -0.034, -0.050, -0.426, 0.099, 0.028, 0.232, 0.214, 0.220, 0.225, 0.234, 0.193

Which of them is most stable, and which least? Most stable: run ii; least stable: run i.